Record 1
The following is a quantum chemistry calculation of the ion C11H24N3 with charge +1 at a distorted geometry, from the Open Molecules 2025 dataset.

Results
Gap between HOMO and LUMO in eV: 8.019
Highest occupied orbital energy in eV: -12.05
Total charge: +1
ΔE to the lowest compared entry with this formula, charge and spin in kcal per mole: 53.4
Strongest force on any atom in hartree/bohr: 0.075
Structure (SMILES): C=C(/C=[N+](/C)CN(C)NC)CC(C)C

Each line ends with the Mulliken charge.
Cartesian coordinates (Å):
N 1.9244 0.7425 -0.9971  0.086
C 1.9237 -2.2150 0.7192  -0.996
C 1.2497 -0.5247 -1.1196  -1.334
H -3.9290 1.9156 -0.8320  0.393
C -1.5085 0.5588 2.3472  -1.604
C -2.7699 0.1333 -0.4510  1.203
N 0.9701 -1.1222 0.2156  0.399
H -1.6220 1.9802 0.1308  0.617
H 2.1426 -2.8259 -0.0531  0.430
C 2.5218 1.8372 1.0923  -1.145
H -3.2329 -1.9443 -1.1811  0.399
H -3.1161 1.2014 -2.2306  0.424
H 1.8536 -1.1694 -1.7044  0.617
H 2.9290 -1.8334 0.7414  0.395
H 2.9915 2.8441 0.8474  0.308
C -2.4968 -1.1545 -1.1408  -1.426
H -3.4162 -0.0223 0.4994  0.167
H -4.4450 0.4087 -1.6827  0.437
H -1.6124 -1.5924 -0.6790  0.293
H -0.7848 0.8162 -0.9248  0.299
C -1.4910 0.9405 -0.0661  -1.175
H -1.0431 0.1812 3.2098  0.430
N 1.5305 1.3472 0.1991  0.062
H 0.6521 -0.8409 2.2499  0.264
C 0.3341 -0.4055 1.1683  0.042
C -3.5838 0.9805 -1.3216  -1.781
H -2.1174 -0.9607 -2.1296  0.341
C 3.3115 0.6647 -1.3835  -1.057
H -2.4693 0.9746 2.2258  0.385
H 0.7478 2.0138 0.2304  0.243
H 1.5635 -2.6554 1.6164  0.321
H 0.3795 -0.4604 -1.7272  0.111
C -0.9063 0.3249 1.1907  0.879
H 3.3918 1.1755 1.0490  0.393
H 3.8529 -0.1285 -0.9563  0.389
H 2.1512 1.8330 2.0929  0.387
H 3.3627 0.4052 -2.4159  0.395
H 3.7595 1.6366 -1.2622  0.409

---

Record 2
The following is a quantum chemistry calculation of a structure of composition C11H24N4S3Zr at a distorted geometry, from the Open Molecules 2025 dataset.

Results
Gap between HOMO and LUMO in eV: 6.484
Highest occupied orbital energy in eV: -14.40
Total charge: +2
ΔE to the lowest compared entry with this formula, charge and spin in kcal per mole: 8.0
Strongest force on any atom in hartree/bohr: 0.057

Each line ends with the Mulliken charge.
Cartesian coordinates (Å):
Zr 0.7784 0.3581 -0.4591  0.316
H -0.3365 2.6185 -1.2579  0.434
H -1.7624 -2.1663 -2.1464  0.399
H 2.3144 -1.6137 0.0549  0.453
H -2.0524 -0.3957 -0.4122  -0.020
H -0.6509 2.7647 2.4623  0.497
H 0.6304 -0.9093 -2.7872  0.390
H -1.4682 -0.9470 -3.3664  0.419
C 0.5718 -2.6421 -0.0318  -0.284
C -1.8382 1.3140 -1.7528  -0.768
H -2.1569 1.6603 0.8157  0.412
C 1.6643 -1.5398 1.9595  -0.778
C -1.3815 2.3468 0.4715  -0.655
H 1.6551 -2.6392 -1.8850  0.434
N 0.4614 1.1505 1.5873  -0.203
H -3.2080 -0.3454 -1.7233  0.488
N -0.8133 1.8341 -0.8061  -0.145
C -0.3293 0.1183 2.3081  -0.027
C 0.5189 -1.0370 2.8507  -0.881
S 1.7019 1.4092 -2.5443  -0.217
C 2.3907 2.1514 -1.1018  0.526
H 0.9708 -3.6079 0.2836  0.478
N 0.1123 -1.1927 -1.9615  -0.253
H 0.0528 -3.3346 -2.0220  0.467
H -1.4649 1.4382 -2.7692  0.464
S 3.1671 0.9842 -0.0234  -0.202
C -1.3461 -1.1721 -2.3073  -0.849
N 1.3904 -1.5194 0.4938  -0.405
H -1.8468 3.3237 0.3367  0.410
C -2.1595 -0.1685 -1.4847  -0.313
H -0.8568 0.5744 3.1479  0.471
H -0.4530 -2.5636 0.3418  0.329
H -0.1629 -1.8499 3.1020  0.404
H -2.7481 1.9085 -1.6649  0.402
H -1.1011 -0.2700 1.6270  -0.007
H 0.9764 -0.7298 3.7924  0.373
S 2.1586 3.7250 -0.7212  -0.095
H 2.5482 -0.9221 2.1155  0.431
H 1.9202 -2.5547 2.2680  0.382
C -0.2542 2.4574 1.4929  -0.708
C 0.6202 -2.5322 -1.5523  -1.152
H 0.4653 3.2020 1.1650  0.181
H 1.3216 1.3139 2.1045  0.402

---

Record 3
The following is a quantum chemistry calculation of a structure of composition C11H24O4SiYb at a distorted geometry, from the Open Molecules 2025 dataset.

Results
Gap between HOMO and LUMO in eV: 5.072
Highest occupied orbital energy in eV: -14.87
Total charge: +2
Strongest force on any atom in hartree/bohr: 0.045

Each line ends with the Mulliken charge.
Cartesian coordinates (Å):
Si 0.0948 -2.6175 0.0339  0.692
H -1.3746 -0.3268 1.3296  0.228
C 2.3426 1.8199 -0.3519  -0.141
Yb -2.3914 -4.9188 0.7043  1.510
C -1.8803 0.0382 0.4421  -0.696
O -1.5316 -2.3165 -0.3303  -0.332
H -2.9208 0.1492 0.7245  0.315
O -0.3834 1.4077 -0.8177  -0.267
H -3.0043 4.1562 -0.2841  0.432
H -0.5091 3.4953 -0.7990  0.149
C 0.5659 -2.1335 1.7745  -0.833
H -0.4306 -4.9390 0.8056  -0.033
H 1.2178 -4.8073 0.2897  0.373
H 2.8079 2.1338 1.7332  0.412
C 1.5752 2.9609 -0.9945  -0.952
C 2.0372 1.6510 1.1435  -0.825
O -2.5431 2.1571 -0.4458  -0.394
H -0.1117 2.7552 -2.3123  0.416
C -1.8218 -0.9316 -0.7293  -0.470
H -0.0322 -4.9722 -0.9744  0.390
C 1.3430 -2.0114 -1.1863  -0.739
H 1.4079 -2.7423 2.0911  0.404
H 2.2306 0.8900 -0.8969  -0.063
H 1.8125 -1.1149 -0.7972  -0.015
H 2.1385 -2.7436 -1.3070  0.456
H 3.3959 2.0739 -0.4316  0.432
H 2.0406 0.6063 1.4362  0.049
H 0.9464 -1.8111 -2.1756  0.399
H -0.2544 -2.3037 2.4700  0.325
C -2.9657 3.2341 0.3006  0.151
C 0.0747 2.6991 -1.2460  -0.337
H 1.6610 3.8143 -0.3292  0.377
H -1.1237 -0.6324 -1.5012  0.262
H 0.8441 -1.0870 1.7859  0.100
H -2.7973 -0.9657 -1.1976  0.295
H 1.0967 2.1193 1.4136  0.246
O -3.2763 3.1475 1.4731  -0.474
H -1.1078 1.9437 1.0084  0.704
C -1.4208 1.4517 0.0861  0.039
H 2.0399 3.2177 -1.9382  0.389
C 0.2079 -4.5467 0.0001  -0.977

---

Record 4
The following is a quantum chemistry calculation of a cluster of 5 separate species, C11H24O9 in total at a distorted geometry, from the Open Molecules 2025 dataset.

Results
Gap between HOMO and LUMO in eV: 9.831
Highest occupied orbital energy in eV: -9.34
Total charge: 0
ΔE to the lowest compared entry with this formula, charge and spin in kcal per mole: 1.4
Strongest force on any atom in hartree/bohr: 0.021
Structure (SMILES): C[C@H]1COC(=O)O1.C[C@H]1COC(=O)O1.CO.CO.CO

Each line ends with the Mulliken charge.
Cartesian coordinates (Å):
O 12.5785 -2.1683 -16.1519  -0.560
C 15.8687 0.6311 -16.7746  -1.570
H 10.7171 1.1384 -13.4763  0.298
C 12.6677 1.6903 -8.6328  -0.557
C 16.9186 -1.4223 -15.6489  -0.396
H 11.3982 -1.2467 -11.0462  0.283
H 15.0619 -5.9804 -11.9392  0.334
C 9.9632 1.0464 -14.2606  -1.384
C 12.0875 -1.1013 -15.9814  0.670
H 12.0986 2.5058 -9.0925  0.217
O 12.6505 0.0543 -16.4139  -0.258
O 15.3749 -0.1127 -14.5403  -0.331
H 12.0628 0.7811 -8.6722  0.228
H 17.8342 -0.9197 -15.9682  0.261
H 15.0441 1.3343 -16.6673  0.260
C 15.9635 -0.9492 -13.6654  0.592
H 14.2704 -4.4579 -11.4936  0.131
H 14.1976 -4.9652 -13.1570  0.218
O 13.9050 1.5097 -9.3031  -0.513
H 12.8681 -6.7384 -12.4023  0.295
H 12.4938 -2.5628 -11.5814  0.122
H 16.7893 1.1594 -16.5180  0.458
H 12.2967 -1.0861 -12.5533  0.034
H 15.8980 0.3302 -17.8224  0.362
H 9.4703 2.0109 -14.3804  0.387
C 12.3409 -1.4832 -11.5315  -0.311
H 9.2233 0.3388 -13.8822  0.345
H 12.4299 1.6397 -15.0886  0.317
C 14.1976 -5.3411 -12.1285  -0.453
C 15.6692 -0.5621 -15.8747  0.942
H 12.8484 1.9498 -7.5887  0.231
O 12.9872 -6.0025 -11.7966  -0.519
H 11.8014 1.8695 -16.7447  0.326
C 11.9068 1.1670 -15.9196  -0.528
O 16.9206 -1.6838 -14.2624  -0.337
H 9.9156 0.6034 -16.4062  0.328
H 14.1898 -0.9380 -11.3618  0.427
O 13.3976 -0.8669 -10.8105  -0.571
H 14.8401 -1.1624 -16.2502  -0.012
C 10.5666 0.5432 -15.5336  0.428
O 10.9372 -0.8472 -15.3421  -0.369
O 15.6857 -1.0208 -12.5094  -0.656
H 16.8653 -2.3576 -16.2055  0.318
H 13.8425 0.6713 -9.7814  0.514

---

Record 5
The following is a quantum chemistry calculation of a structure of composition C11H25LuN5O8 at a distorted geometry, from the Open Molecules 2025 dataset.

Results
Gap between HOMO and LUMO (alpha / beta) in eV: 5.615 / 5.823
Highest occupied orbital energy (alpha / beta) in eV: -10.38 / -10.59
Total charge: +1
ΔE to the lowest compared entry with this formula, charge and spin in kcal per mole: 0.0
Strongest force on any atom in hartree/bohr: 0.085

Each line ends with the Mulliken charge.
Cartesian coordinates (Å):
C -2.7091 -2.6072 1.2757  -1.663
C -1.2460 0.5092 -2.8824  -0.488
C -1.8188 -2.0784 0.2086  0.129
H 2.2251 4.0862 1.4377  0.454
H -1.9541 0.2371 -3.6741  0.357
H -3.2336 1.4975 0.1457  0.381
H -2.7753 -4.4623 -1.0304  0.337
N 1.5933 -0.2302 3.2397  -0.151
Lu 0.4084 -0.3181 -1.1216  1.543
H -3.5192 2.9946 -0.1338  0.316
O 1.9762 -1.2678 -0.0091  -0.837
O -0.1338 -3.1632 -2.7774  -0.521
O 3.2964 0.0596 1.2733  -0.616
H 2.6023 -2.0550 2.8502  0.403
C 1.2597 3.5705 1.5339  -1.455
H 2.4862 4.6374 -0.7559  0.449
O -3.8867 2.1045 -0.2730  -0.669
H 0.4650 4.3291 1.4672  0.302
H 0.7469 0.5269 -3.4666  0.450
H -1.1471 1.6043 -2.8330  0.264
N 1.2495 1.7124 -1.6796  0.190
O 2.1124 1.0887 -2.4510  -0.805
H -3.6360 -3.0056 0.8383  0.400
C 2.4497 -0.8239 1.1161  0.615
H 1.1569 -0.4757 4.1294  0.349
C 1.0910 2.5517 0.4614  0.632
H -1.6548 0.1058 -1.9253  0.342
H 0.0982 -2.5316 -3.4817  0.361
H -2.9695 -1.8198 1.9895  0.383
H -1.3944 -4.9139 -0.0106  0.340
H 0.9189 0.4540 2.6797  0.130
C -1.2977 -2.9410 -0.8080  0.389
O -2.1714 0.0952 0.9211  -0.764
H -1.4073 0.5834 1.4216  0.530
H 3.6993 3.3488 -0.6906  0.324
H -2.2100 -3.4264 1.8167  0.392
C 1.8407 -1.4189 2.3863  -0.506
C 1.6846 2.6674 -0.8209  0.030
H 0.9223 -1.9813 2.1842  0.228
H -1.1958 -4.8197 -1.7864  0.413
C -1.6855 -4.3700 -0.9199  -1.294
H 2.5112 0.2074 3.4041  0.388
O 0.0419 -0.1540 -3.2895  -0.620
N -1.4588 -0.7769 0.1116  0.778
O -0.0932 1.1710 1.8481  -1.006
N -0.4757 -2.3486 -1.6757  0.325
H 2.8727 3.7139 -2.2337  0.354
H 1.2054 3.1032 2.5230  0.323
N 0.4154 1.3832 0.6167  0.406
C 2.7442 3.6464 -1.1499  -1.609